1.
{
  "formula": "C4H4HgO",
  "method": "ωB97M-V with the def2-TZVPD basis set",
  "homo_lumo_gap_ev": [8.223, 4.726],
  "total_charge": 2,
  "mol_weight_g_mol": 268.7,
  "e_homo_ev": [-20.2, -17.7],
  "lumo_energy_ev": [-12.0, -13.0],
  "largest_force_ev_per_a": 10.42,
  "species": ["H", "C", "C", "H", "C", "C", "O", "Hg", "H", "H"],
  "positions_angstrom": [[-1.782370, -1.996316, 0.413354], [-2.471952, -1.091570, -0.240218], [-1.756521, -0.023677, -0.109015], [-3.546667, -1.113183, -0.415185], [-0.514886, 0.329062, 0.348529], [0.070946, -0.388257, 1.418204], [0.247668, -1.659830, 1.411284], [1.502247, -2.780731, 2.130928], [0.182350, 0.781293, -0.363640], [-0.135917, 0.037631, 2.412398]],
  "forces_ev_per_a": [[-2.3, 2.2, -2.4], [0.0, -1.4, 2.2], [2.9, -0.9, 1.9], [0.1, -0.7, -0.5], [-0.3, 0.6, -4.4], [-2.2, -3.5, 3.6], [-5.2, 8.1, -4.1], [6.1, -5.5, 3.4], [-0.1, 0.7, 0.1], [1.1, 0.4, 0.2]]
}

2.
{
  "formula": "C4H4I2S",
  "method": "ωB97M-V with the def2-TZVPD basis set",
  "homo_lumo_gap_ev": [7.060, 6.981],
  "total_charge": 0,
  "mol_weight_g_mol": 338.0,
  "e_homo_ev": [-7.7, -7.7],
  "lumo_energy_ev": [-0.6, -0.8],
  "largest_force_ev_per_a": 1.69,
  "species": ["C", "C", "C", "C", "S", "I", "I", "H", "H", "H", "H"],
  "positions_angstrom": [[0.383356, 0.958882, 0.744983], [-0.919382, 0.394897, 0.641098], [1.796471, -0.238340, -1.387378], [-1.217656, -0.905952, 0.533646], [1.851514, 0.691243, -0.022577], [-2.498613, 1.838277, 0.824372], [-3.116296, -1.748190, 0.335760], [0.493591, 1.810863, 1.402498], [0.899704, -0.695165, -1.757433], [2.743866, -0.472790, -1.823114], [-0.416556, -1.633724, 0.508145]],
  "forces_ev_per_a": [[1.6, 0.4, -0.2], [-1.0, -0.4, -0.2], [-0.2, 0.5, 1.3], [-0.1, 0.2, -0.3], [-1.4, -0.4, -0.7], [0.5, -0.3, -0.1], [0.4, 0.1, 0.0], [0.1, -0.1, 0.1], [-0.2, -0.1, 0.0], [0.3, 0.0, -0.1], [0.0, 0.0, 0.0]]
}

3.
{
  "formula": "C4H4IN",
  "method": "ωB97M-V with the def2-TZVPD basis set",
  "homo_lumo_gap_ev": 8.946,
  "total_charge": 0,
  "mol_weight_g_mol": 193.0,
  "e_homo_ev": -8.9,
  "smiles": "C=C=N/C=C/I",
  "lumo_energy_ev": 0.1,
  "largest_force_ev_per_a": 4.97,
  "species": ["C", "C", "N", "C", "C", "I", "H", "H", "H", "H"],
  "positions_angstrom": [[-0.912314, -0.943000, -0.796309], [-1.417228, 0.163911, -0.336767], [-1.117327, 1.282847, 0.121953], [0.216683, 1.153461, 0.532012], [0.869709, -0.021782, 0.599358], [2.953128, -0.100274, 1.149949], [-1.231632, -1.845433, -0.437769], [-0.449886, -0.906367, -1.878043], [0.674639, 2.161966, 0.792351], [0.414227, -0.945329, 0.253266]],
  "forces_ev_per_a": [[-1.2, 0.7, -4.8], [0.1, 1.4, -0.3], [-1.6, -0.9, -0.6], [2.7, 1.0, 1.4], [2.0, 1.7, 0.7], [-1.2, 0.1, -0.3], [-0.5, -2.4, 0.9], [-0.9, -0.1, 2.2], [-0.4, -1.7, -0.2], [1.0, 0.1, 0.9]]
}

4.
{
  "formula": "C4H4IN",
  "method": "ωB97M-V with the def2-TZVPD basis set",
  "homo_lumo_gap_ev": 7.630,
  "total_charge": 0,
  "mol_weight_g_mol": 193.0,
  "e_homo_ev": -8.9,
  "lumo_energy_ev": -1.2,
  "largest_force_ev_per_a": 2.83,
  "species": ["C", "C", "C", "C", "N", "I", "H", "H", "H", "H"],
  "positions_angstrom": [[0.760899, -1.436803, -0.942080], [0.621639, -0.508316, 0.025498], [-0.190079, -0.351114, -1.346908], [0.136602, 0.875533, 0.495159], [0.610019, -0.234519, 1.339717], [-0.948910, -0.938353, 2.706685], [0.204729, 0.572332, -1.782069], [-1.148026, -0.813361, -1.615183], [0.917088, 1.594119, 0.463045], [-0.963961, 1.240479, 0.656137]],
  "forces_ev_per_a": [[-0.5, 1.2, -0.3], [0.3, -1.5, -0.2], [0.6, -1.6, -1.7], [-1.4, 0.4, 1.8], [-1.2, 0.7, 2.5], [0.8, 0.0, -0.8], [-0.9, -0.4, -0.2], [-0.1, 0.9, 0.0], [0.2, 1.1, -0.4], [2.2, -0.9, -0.8]]
}

5.
{
  "formula": "C4H4IN2",
  "method": "ωB97M-V with the def2-TZVPD basis set",
  "homo_lumo_gap_ev": 6.609,
  "total_charge": 1,
  "mol_weight_g_mol": 207.0,
  "e_homo_ev": -14.9,
  "smiles": "CC1=[N+]=CN=C1I",
  "lumo_energy_ev": -8.3,
  "largest_force_ev_per_a": 3.66,
  "species": ["C", "C", "N", "C", "N", "C", "I", "H", "H", "H", "H"],
  "positions_angstrom": [[-0.180370, 1.205810, 1.197747], [0.082128, 0.103286, 0.318345], [0.661373, -1.008982, 0.572378], [0.739657, -1.728206, -0.547124], [0.134422, -1.197043, -1.604055], [-0.342817, -0.086192, -1.203783], [-1.431318, 1.076318, -2.602375], [-0.768878, 1.056644, 2.111455], [-0.706044, 2.157805, 0.661058], [0.850752, 1.292908, 1.580957], [0.961095, -2.872347, -0.484603]],
  "forces_ev_per_a": [[-0.8, 2.5, -0.9], [-1.7, -0.6, -0.9], [1.8, 0.2, 2.6], [-1.2, -3.3, 1.0], [0.2, -0.5, -2.3], [-1.1, 2.0, -1.9], [0.9, -0.8, 1.7], [0.0, -0.7, -0.2], [1.8, -2.3, 1.2], [-0.1, 1.1, 0.2], [0.3, 2.4, -0.4]]
}

6.
{
  "formula": "C4H4INO2S",
  "method": "ωB97M-V with the def2-TZVPD basis set",
  "homo_lumo_gap_ev": 6.416,
  "total_charge": 0,
  "mol_weight_g_mol": 257.1,
  "e_homo_ev": -8.6,
  "smiles": "O=S(=O)(I)n1cccc1",
  "lumo_energy_ev": -2.2,
  "largest_force_ev_per_a": 5.45,
  "species": ["O", "S", "O", "I", "N", "C", "C", "C", "C", "H", "H", "H", "H"],
  "positions_angstrom": [[3.696352, -2.322326, 1.210092], [3.241991, -1.531446, 0.067124], [3.274091, -1.990561, -1.238623], [4.190973, 0.778686, 0.037413], [1.325797, -0.919064, 0.210576], [0.734874, -0.078209, 1.172542], [-0.163839, 0.763471, 0.493335], [-0.126458, 0.413744, -0.830091], [0.897987, -0.480469, -1.017247], [1.004855, -0.043009, 2.237483], [-0.741715, 1.517671, 0.911098], [-0.750778, 0.652147, -1.655315], [1.224578, -1.136686, -1.739300]],
  "forces_ev_per_a": [[-1.1, 1.7, -2.0], [-1.9, 1.9, 4.7], [0.3, -1.4, -2.6], [-0.1, -0.9, 0.2], [2.2, 0.4, 1.2], [0.0, 1.0, 0.0], [1.7, -1.9, 2.1], [1.3, -1.0, -2.6], [-1.0, -0.5, 1.5], [0.0, -0.3, -0.8], [-1.0, 1.0, 0.9], [-0.5, 0.7, -0.3], [0.2, -0.6, -2.4]]
}

Repeat the sixth record exactly.
{
  "formula": "C4H4INO2S",
  "method": "ωB97M-V with the def2-TZVPD basis set",
  "homo_lumo_gap_ev": 6.416,
  "total_charge": 0,
  "mol_weight_g_mol": 257.1,
  "e_homo_ev": -8.6,
  "smiles": "O=S(=O)(I)n1cccc1",
  "lumo_energy_ev": -2.2,
  "largest_force_ev_per_a": 5.45,
  "species": ["O", "S", "O", "I", "N", "C", "C", "C", "C", "H", "H", "H", "H"],
  "positions_angstrom": [[3.696352, -2.322326, 1.210092], [3.241991, -1.531446, 0.067124], [3.274091, -1.990561, -1.238623], [4.190973, 0.778686, 0.037413], [1.325797, -0.919064, 0.210576], [0.734874, -0.078209, 1.172542], [-0.163839, 0.763471, 0.493335], [-0.126458, 0.413744, -0.830091], [0.897987, -0.480469, -1.017247], [1.004855, -0.043009, 2.237483], [-0.741715, 1.517671, 0.911098], [-0.750778, 0.652147, -1.655315], [1.224578, -1.136686, -1.739300]],
  "forces_ev_per_a": [[-1.1, 1.7, -2.0], [-1.9, 1.9, 4.7], [0.3, -1.4, -2.6], [-0.1, -0.9, 0.2], [2.2, 0.4, 1.2], [0.0, 1.0, 0.0], [1.7, -1.9, 2.1], [1.3, -1.0, -2.6], [-1.0, -0.5, 1.5], [0.0, -0.3, -0.8], [-1.0, 1.0, 0.9], [-0.5, 0.7, -0.3], [0.2, -0.6, -2.4]]
}

Please write out number 5 again, unchanged.
{
  "formula": "C4H4IN2",
  "method": "ωB97M-V with the def2-TZVPD basis set",
  "homo_lumo_gap_ev": 6.609,
  "total_charge": 1,
  "mol_weight_g_mol": 207.0,
  "e_homo_ev": -14.9,
  "smiles": "CC1=[N+]=CN=C1I",
  "lumo_energy_ev": -8.3,
  "largest_force_ev_per_a": 3.66,
  "species": ["C", "C", "N", "C", "N", "C", "I", "H", "H", "H", "H"],
  "positions_angstrom": [[-0.180370, 1.205810, 1.197747], [0.082128, 0.103286, 0.318345], [0.661373, -1.008982, 0.572378], [0.739657, -1.728206, -0.547124], [0.134422, -1.197043, -1.604055], [-0.342817, -0.086192, -1.203783], [-1.431318, 1.076318, -2.602375], [-0.768878, 1.056644, 2.111455], [-0.706044, 2.157805, 0.661058], [0.850752, 1.292908, 1.580957], [0.961095, -2.872347, -0.484603]],
  "forces_ev_per_a": [[-0.8, 2.5, -0.9], [-1.7, -0.6, -0.9], [1.8, 0.2, 2.6], [-1.2, -3.3, 1.0], [0.2, -0.5, -2.3], [-1.1, 2.0, -1.9], [0.9, -0.8, 1.7], [0.0, -0.7, -0.2], [1.8, -2.3, 1.2], [-0.1, 1.1, 0.2], [0.3, 2.4, -0.4]]
}